{"formula": "C12H16N2O", "method": "ωB97M-V/def2-TZVPD", "symbols": ["C", "C", "C", "O", "N", "H", "H", "H", "H", "H", "H", "H", "C", "C", "C", "C", "C", "C", "C", "C", "C", "N", "H", "H", "H", "H", "H", "H", "H", "H", "H"], "xyz": [[-0.578210, -2.015319, -0.990803], [-1.548234, -2.824319, -1.931376], [-0.449911, -2.528088, 0.454359], [-1.335741, -2.638725, 1.252626], [0.803188, -2.859559, 0.768568], [0.223321, -1.892117, -1.526988], [-0.883453, -1.031468, -0.740157], [-1.561591, -3.870383, -1.826038], [1.304882, -3.013400, 1.487501], [1.470654, -2.630756, 0.030304], [-1.150767, -2.685235, -2.871238], [-2.629294, -2.680225, -2.096664], [1.671378, 1.884878, 2.855862], [0.510726, 1.540624, -0.684723], [0.221034, 1.863051, 0.595899], [1.419222, 1.708461, 1.429816], [2.359707, 1.324112, 0.452782], [-0.451293, 1.335823, -1.789727], [-1.703148, 1.593422, -1.358126], [-1.136676, 2.011575, 0.975283], [-2.061786, 1.735479, 0.068500], [1.797513, 1.008631, -0.811824], [2.290383, 1.086034, -1.781329], [-0.077705, 0.933781, -2.718326], [3.380539, 0.864235, 0.637499], [-2.412593, 1.728549, -2.043908], [-1.508829, 2.410130, 1.912578], [1.933372, 2.908917, 3.150902], [2.520516, 1.351088, 3.305274], [-3.113108, 1.638005, 0.396067], [0.695910, 1.742814, 3.397405]], "forces_ev_per_a": [[-5.98, -1.73, 3.02], [-0.92, 0.87, 1.04], [0.17, -0.68, -0.21], [-1.48, 0.37, 0.15], [-0.11, 1.79, -8.15], [5.07, 0.21, -2.36], [-1.02, 1.17, -0.37], [0.71, -1.48, 0.84], [2.82, -1.62, 7.41], [-0.43, -0.34, 0.07], [0.87, 0.33, -2.36], [0.35, 1.05, 0.95], [-1.08, 0.50, 1.57], [-1.19, -2.87, -5.14], [0.91, 0.74, 3.76], [-1.29, 0.67, -2.91], [2.49, -3.27, -1.89], [3.05, 0.95, 3.71], [0.72, -0.39, 3.26], [0.01, 0.59, 0.99], [-1.50, -0.11, -2.28], [1.83, 2.52, 0.75], [-0.78, -0.32, 2.72], [-0.40, 0.44, -0.36], [-1.18, 1.21, -0.10], [-3.23, -0.07, -2.51], [0.59, -0.51, 0.37], [-0.14, 0.29, -0.64], [-0.55, -0.51, -0.47], [0.60, 0.53, -0.65], [1.10, -0.31, -0.22]], "e_above_lowest_kcal_mol": 87.73, "total_charge": 1, "gap_ha": [0.316, 0.181], "spin_multiplicity": 2}